A 2-piece molecular cluster, C5H5NO2 overall, computed with the ωB97M-V functional and the def2-TZVPD basis.

energy relative to the best compared isomer or geometry (same formula, charge and spin)	138.5	kcal per mole
E	-398.55777	hartree
frontier orbital gap	8.4	eV
HOMO energy	-9.60	eV

```
13
C5H5NO2 | the Open Molecules 2025 dataset | the ωB97M-V functional and the def2-TZVPD basis
C 1.60 0.31 -0.07
C 0.09 0.24 0.04
C -0.48 -0.94 0.05
C -1.89 -0.51 -0.05
C -1.86 1.06 -0.23
H 2.92 -0.95 0.86
H 1.87 0.73 1.04
H 2.02 0.98 -0.94
H -0.07 -1.96 -0.19
H -2.79 1.73 -0.38
N -0.58 1.45 0.12
O 2.06 -0.94 -0.26
O -2.91 -1.19 0.01
```

Here are the Löwdin charges for atoms 1 to 6, given in e: -0.353, -0.373, 0.036, -0.352, 0.056, 0.330

A 12-piece molecular cluster, C32H92N4O20 overall, computed with the ωB97M-V functional and the def2-TZVPD basis.

energy relative to the best compared isomer or geometry (same formula, charge and spin)	148.1	kcal per mole
E	-2997.82591	hartree
frontier orbital gap	9.0	eV
SMILES	COC[C@H](C)N.COC[C@H](C)N.COC[C@H](C)N.COC[C@H](C)N.OCCO.OCCO.OCCO.OCCO.OCCO.OCCO.OCCO.OCCO
HOMO energy	-9.08	eV

```
148
C32H92N4O20 | the Open Molecules 2025 dataset | the ωB97M-V functional and the def2-TZVPD basis
C 4.14 0.19 5.56
O 4.82 0.99 6.48
C 4.60 0.70 7.90
C 5.43 1.62 8.81
C 4.94 1.73 10.30
N 5.25 2.98 8.25
H 3.12 0.01 5.89
H 4.64 -0.78 5.52
H 4.22 0.66 4.58
H 3.55 0.83 8.19
H 4.96 -0.30 8.13
H 6.49 1.37 8.71
H 5.28 2.50 10.99
H 5.24 0.84 10.85
H 3.86 1.86 10.23
H 4.26 3.15 8.30
H 5.34 3.03 7.25
C -1.32 5.02 2.49
O -1.22 3.88 3.38
C -1.48 4.14 4.75
C -1.31 2.95 5.69
C -2.34 1.86 5.30
N -1.59 3.22 7.02
H -2.36 5.28 2.29
H -0.78 4.87 1.56
H -0.97 5.93 2.97
H -0.83 4.92 5.13
H -2.47 4.58 4.79
H -0.27 2.66 5.54
H -3.32 2.30 5.43
H -2.30 0.93 5.87
H -2.21 1.57 4.26
H -2.51 3.61 7.20
H -1.54 2.39 7.60
C -3.43 -10.17 0.98
O -2.80 -9.17 1.85
C -2.18 -8.10 1.08
C -1.89 -6.93 1.94
C -1.35 -5.75 1.09
N -0.85 -7.20 2.87
H -2.68 -10.60 0.32
H -4.21 -9.71 0.37
H -3.92 -10.97 1.53
H -1.27 -8.45 0.59
H -2.83 -7.84 0.24
H -2.77 -6.64 2.51
H -2.12 -5.49 0.37
H -0.41 -6.00 0.59
H -1.25 -4.84 1.69
H -1.14 -8.01 3.40
H -0.03 -7.47 2.33
C -6.12 1.64 0.58
O -6.56 0.32 0.27
C -7.52 -0.08 1.24
C -8.01 -1.56 1.03
C -6.92 -2.59 1.05
N -8.82 -1.64 -0.18
H -5.35 1.93 -0.12
H -5.71 1.78 1.58
H -6.93 2.33 0.34
H -7.15 -0.11 2.26
H -8.39 0.56 1.37
H -8.62 -1.75 1.91
H -6.78 -2.91 2.08
H -5.96 -2.31 0.63
H -7.25 -3.55 0.64
H -8.24 -1.28 -0.93
H -9.52 -0.91 -0.09
O -1.09 -6.11 -4.77
C 0.32 -5.80 -4.59
C 0.73 -4.35 -5.03
O 0.04 -3.36 -4.11
H -1.20 -7.06 -4.73
H 0.64 -6.04 -3.57
H 0.78 -6.46 -5.33
H 0.30 -4.20 -6.02
H 1.79 -4.11 -5.04
H 0.66 -3.18 -3.40
O 5.61 -2.46 0.28
C 5.08 -3.72 0.57
C 5.02 -4.53 -0.76
O 6.30 -4.54 -1.44
H 6.53 -2.62 0.07
H 5.65 -4.25 1.33
H 4.07 -3.74 1.00
H 4.27 -3.99 -1.35
H 4.74 -5.58 -0.72
H 6.18 -4.41 -2.39
O -3.44 8.03 -5.21
C -2.80 6.79 -5.22
C -2.72 6.16 -3.84
O -2.06 4.93 -3.88
H -3.96 8.03 -4.41
H -3.41 6.05 -5.74
H -1.81 6.75 -5.67
H -3.63 5.99 -3.26
H -2.11 6.75 -3.16
H -2.20 4.52 -4.74
O 6.22 1.92 -3.18
C 5.95 2.92 -4.18
C 6.08 2.46 -5.63
O 5.76 3.52 -6.58
H 5.47 1.33 -3.10
H 4.90 3.17 -4.05
H 6.54 3.83 -4.03
H 5.55 1.56 -5.94
H 7.12 2.33 -5.92
H 5.15 3.23 -7.26
O -7.47 -0.65 -4.28
C -6.29 0.13 -4.17
C -5.06 -0.69 -3.72
O -4.49 -1.36 -4.89
H -7.30 -1.32 -4.94
H -6.05 0.53 -5.16
H -6.56 0.98 -3.55
H -5.36 -1.41 -2.97
H -4.34 -0.01 -3.26
H -3.65 -1.71 -4.58
O 2.14 -0.02 -1.43
C 1.25 1.06 -1.55
C 0.27 0.99 -0.38
O 0.94 1.26 0.87
H 2.57 0.00 -0.58
H 1.85 1.97 -1.50
H 0.73 0.88 -2.48
H -0.21 0.02 -0.26
H -0.52 1.72 -0.48
H 0.52 2.06 1.20
O 6.03 4.68 1.90
C 7.30 4.09 2.16
C 7.87 4.41 3.55
O 8.46 5.81 3.57
H 5.59 4.07 1.30
H 7.10 3.02 2.19
H 8.01 4.29 1.36
H 8.75 3.79 3.68
H 7.17 4.26 4.38
H 7.84 6.44 3.93
O -0.38 1.56 -10.36
C -0.98 0.78 -9.39
C -0.51 1.35 -8.04
O -1.12 2.51 -7.80
H 0.03 0.99 -11.03
H -2.05 0.83 -9.61
H -0.54 -0.20 -9.57
H 0.58 1.41 -7.98
H -0.59 0.64 -7.22
H -0.89 3.07 -8.55
```

Here are the Löwdin charges for atoms 1 to 6, given in e: -0.119, -0.218, -0.173, -0.400, -0.056, 0.014

C13H22ClIrN4O2 as an isolated structure, computed with the ωB97M-V functional and the def2-TZVPD basis.

total charge	+2
2S+1	5
energy relative to the best compared isomer or geometry (same formula, charge and spin)	8.4	kcal per mole
E	-1441.84152	hartree
expectation value of S²	6.016
frontier orbital gap (spin up / spin down)	4.4 / 5.4	eV
HOMO energy (spin up / spin down)	-10.38 / -14.70	eV

```
43
C13H22ClIrN4O2 | the Open Molecules 2025 dataset | the ωB97M-V functional and the def2-TZVPD basis
Ir -0.10 0.72 -0.13
N -1.69 1.99 0.68
C -2.20 3.01 -0.28
C -1.95 2.64 -1.70
N -0.71 1.70 -1.88
C -1.18 0.49 -2.70
C -1.93 -0.62 -1.86
N -1.59 -0.72 -0.39
C 0.60 2.39 -2.27
C 1.46 2.95 -1.12
N 1.45 1.95 0.04
H -2.47 1.38 0.93
H -1.46 2.43 1.60
H -1.74 3.97 0.08
H -3.27 3.21 -0.15
H -1.80 3.51 -2.37
H -2.80 2.13 -2.19
H -0.24 -0.06 -2.94
H -1.76 0.71 -3.61
H -1.66 -1.58 -2.37
H -2.97 -0.39 -1.95
H -1.27 -1.66 -0.06
H -2.39 -0.55 0.18
H 0.56 3.14 -3.09
H 1.20 1.55 -2.70
H 1.05 3.88 -0.70
H 2.46 3.15 -1.50
H 1.45 2.52 0.91
H 2.32 1.36 0.08
Cl 1.49 -6.72 3.11
C 1.58 -5.03 2.73
C 0.42 -4.27 2.74
C 0.51 -2.90 2.47
C 1.71 -2.30 2.14
C 2.91 -3.10 2.15
C 2.82 -4.40 2.41
C 1.57 -0.93 1.47
O 2.56 -0.33 1.07
O 0.33 -0.52 1.41
H -0.51 -4.69 2.98
H -0.37 -2.28 2.49
H 3.89 -2.65 1.95
H 3.72 -5.05 2.35
```

Here are the Löwdin charges for atoms 1 to 6, given in e: 1.500, -0.077, -0.192, -0.111, -0.284, -0.136